Model A:
Entry from the OMol25 dataset: a 6-piece molecular cluster, C4H21N3O6 overall (ωB97M-V with the def2-TZVPD basis set).

Last column: natural (NBO) charge in e.
Cartesian coordinates (Å):
N (0.02094, 1.58086, 2.43615)  -0.8484
C (0.97938, 0.48008, 2.25204)  -0.2837
C (0.45440, -0.59536, 1.30293)  0.6699
N (1.26623, -1.13465, 0.31700)  -0.6407
C (2.32757, -0.31889, -0.48425)  -0.2619
C (1.71204, 0.96285, -1.03920)  -0.2878
N (2.56937, 2.21758, -1.06573)  -0.8252
O (-0.52364, -1.28424, 1.51276)  -0.6484
H (0.41763, 2.43653, 2.20753)  0.3682
H (-0.37843, 1.62486, 3.35692)  0.3700
H (1.36362, 0.15549, 3.07146)  0.2047
H (1.79720, 0.95271, 1.55453)  0.1873
H (0.98984, -1.97411, -0.36591)  0.4387
H (3.17336, -0.33005, 0.36490)  0.2098
H (2.73238, -0.93960, -1.17665)  0.2102
H (0.69960, 1.19910, -0.53612)  0.2199
H (1.53888, 1.10654, -2.16799)  0.2272
H (3.52415, 1.90561, -1.18990)  0.3530
H (2.50932, 2.73323, -0.06807)  0.3402
H (0.10075, -0.49663, -4.18733)  0.4693
H (1.22281, -0.44056, -3.29235)  0.4564
O (0.96081, -0.88068, -4.10528)  -0.9267
H (-2.36117, 0.10027, 2.67053)  0.4655
H (-2.58958, 1.37237, 2.09437)  0.4828
O (-3.18503, 0.61725, 2.44576)  -0.9490
H (-2.55140, 0.02235, -1.49834)  0.4911
H (-2.84990, 0.35539, -2.90535)  0.4587
O (-2.36220, 0.62268, -2.18569)  -0.9518
H (-2.67970, -1.02737, 1.17069)  0.4946
H (-4.08174, -0.74117, 0.82145)  0.4768
O (-3.31159, -0.92327, 0.35376)  -0.9767
H (-0.55382, -3.59113, -0.36406)  0.4667
H (-1.84291, -2.71923, -0.45211)  0.4943
O (-1.08919, -3.04883, -0.84844)  -0.9547

The lowest unoccupied orbital energy comes out at 0.3 eV. The multiplicity is 1. The calculation puts the HOMO-LUMO gap at 10.05 eV. The SMILES is NCCNC(=O)CN.O.O.O.O.O. The value obtained for the HOMO energy is -9.71 eV.

=====

Model B:
Entry from the OMol25 dataset: a 6-piece molecular cluster, C4H21N3O6 overall (ωB97M-V with the def2-TZVPD basis set).

Last column: natural (NBO) charge in e.
Cartesian coordinates (Å):
O (-2.68078, -0.81120, 0.79122)  -0.6679
C (-1.57489, -0.33977, 0.55128)  0.6632
N (-1.32162, 0.96828, 0.76399)  -0.8104
C (-0.39666, -1.24038, 0.23859)  -0.1606
C (0.13315, -1.96596, 1.46093)  -0.6356
N (0.71990, -0.43643, -0.34541)  -0.6722
C (0.69895, -0.42575, -1.83492)  -0.0538
N (1.57382, 0.60471, -2.32636)  -0.8386
H (-0.40105, 1.37053, 0.71051)  0.4185
H (-2.09431, 1.60778, 0.68259)  0.4103
H (-0.66089, -1.95626, -0.53076)  0.2246
H (0.68617, -1.40555, 2.21023)  0.2135
H (-0.75824, -2.31057, 1.99793)  0.2456
H (0.52403, -2.94784, 1.20073)  0.2271
H (1.59396, -0.85455, -0.05568)  0.3606
H (-0.31142, -0.24334, -2.19365)  0.1798
H (1.06308, -1.42276, -2.08480)  0.1717
H (2.54103, 0.32402, -2.27550)  0.3592
H (1.38810, 1.43852, -1.78885)  0.3566
H (4.32781, 0.18487, 2.57248)  0.4667
H (3.78996, 1.34694, 1.84332)  0.4666
O (4.38909, 0.59821, 1.70121)  -0.9329
H (-3.82990, -0.11458, -1.61636)  0.4622
H (-4.72758, -0.83173, -0.68080)  0.4756
O (-4.76779, -0.20492, -1.41602)  -0.9367
H (-2.35279, -4.36325, 0.81568)  0.4693
H (-2.88091, -3.11600, 0.14015)  0.4877
O (-2.06296, -3.60959, 0.28913)  -0.9529
H (0.35000, 4.11938, 0.92211)  0.4823
H (0.13069, 3.96193, -0.64346)  0.4858
O (-0.26442, 3.88310, 0.22804)  -0.9649
H (2.08978, 2.04629, -0.08955)  0.4901
H (2.82758, 3.16508, -0.99375)  0.4864
O (2.25914, 2.98082, -0.24423)  -0.9769

The lowest unoccupied orbital energy comes out at 0.2 eV. The multiplicity is 1. The calculation puts the HOMO-LUMO gap at 9.54 eV. The SMILES is C[C@H](NCN)C(N)=O.O.O.O.O.O. The value obtained for the HOMO energy is -9.30 eV.

=====

Relative to the most stable structure, the computed energies are model A 0.1212; model B 0.0000, all in hartree.

=====

Model A:
Entry from the OMol25 dataset: a 3-piece molecular cluster, C4H14NO overall (ωB97M-V with the def2-TZVPD basis set).

Last column: natural (NBO) charge in e.
Cartesian coordinates (Å):
C (-2.81974, -1.46505, 0.23108)  -0.5161
C (-2.71703, -0.72781, -1.12600)  -0.6153
N (1.20507, 1.76823, -0.26924)  -0.3993
C (2.36513, 1.09809, 0.44519)  -0.2550
C (2.52616, -0.38933, -0.10171)  -0.5935
H (-2.01640, -1.02784, 0.76888)  0.2301
H (-2.74613, -2.53468, 0.32835)  0.2380
H (-3.78006, -1.14158, 0.70561)  0.2332
H (-3.59264, -0.57451, -1.78220)  0.2482
H (-2.22290, 0.21014, -0.85652)  0.2047
H (-1.96364, -1.23565, -1.73634)  0.2113
H (0.37188, 1.25015, -0.05449)  0.4119
H (2.21180, 1.25145, 1.54137)  0.2701
H (3.28841, 1.58314, 0.14759)  0.2399
H (1.66165, -1.02880, -0.20619)  0.2440
H (2.90709, -0.20258, -1.12902)  0.2247
H (3.33013, -0.94842, 0.41975)  0.2565
H (1.25344, 2.41453, -1.02694)  0.4205
H (-0.52692, -0.08256, 1.82182)  0.4864
O (-0.34229, -0.17574, 0.78146)  -0.5403

The total charge is +1. The lowest unoccupied orbital energy comes out at -10.1 eV. The multiplicity is 1. The calculation puts the HOMO-LUMO gap at 4.39 eV. The value obtained for the HOMO energy is -14.53 eV.

=====

Model B:
Entry from the OMol25 dataset: a 2-piece molecular cluster, C4H14NO overall (ωB97M-V with the def2-TZVPD basis set).

Last column: natural (NBO) charge in e.
Cartesian coordinates (Å):
C (0.28100, -1.42536, -1.42703)  -0.6552
C (0.08112, -0.69852, -0.15649)  -0.0287
N (0.34584, 0.79348, -0.33906)  -0.5097
C (-0.33205, 1.50916, -1.50788)  -0.4183
C (1.11757, -1.06652, 1.00178)  -0.6192
H (1.10605, -1.05632, -2.04070)  0.2250
H (0.40847, -2.48665, -1.24477)  0.2638
H (-0.56954, -1.10873, -2.04086)  0.2303
H (-0.83422, -0.79763, 0.41095)  0.2257
H (1.35510, 0.87127, -0.43465)  0.4273
H (-0.01765, 1.27794, 0.48520)  0.4556
H (-1.32135, 1.05125, -1.53933)  0.2291
H (0.30118, 1.41666, -2.37867)  0.2398
H (-0.55882, 2.51696, -1.17216)  0.2409
H (2.08253, -1.02047, 0.50617)  0.2134
H (0.94063, -0.37640, 1.82624)  0.2305
H (0.75292, -2.01712, 1.38376)  0.2454
H (-2.27384, 0.50608, 2.46055)  0.4835
H (-1.41020, 1.14472, 3.57515)  0.4976
O (-1.45475, 0.96622, 2.63180)  -0.9767

The total charge is +1. The lowest unoccupied orbital energy comes out at -3.0 eV. The multiplicity is 1. The calculation puts the HOMO-LUMO gap at 12.53 eV. The value obtained for the HOMO energy is -15.53 eV.

=====

Relative to the most stable structure, the computed energies are model A 0.3020; model B 0.0000, all in hartree.

=====

Model A:
Entry from the OMol25 dataset: a 2-piece molecular cluster, CH2NO3S overall (ωB97M-V with the def2-TZVPD basis set).

Last column: natural (NBO) charge in e.
Cartesian coordinates (Å):
C (0.52844, -0.72445, -1.38544)  0.5032
N (0.96131, -0.74585, -0.13568)  -0.8428
O (1.50865, -0.06791, 2.16253)  -0.8647
O (0.76751, -1.54454, -2.25165)  -0.6102
O (-1.68093, 1.96311, 0.91190)  -1.2440
S (0.40782, -0.46601, 1.28892)  1.5345
H (-0.05315, 0.19696, -1.63218)  0.1320
H (-2.43965, 1.38869, 1.04161)  0.3918

The total charge is -1. The lowest unoccupied orbital energy (spin up / spin down) comes out at 2.4 / 2.4 eV. The multiplicity is 1. The calculation puts the HOMO-LUMO gap (spin up / spin down) at 5.99 / 5.99 eV. The value obtained for the HOMO energy (spin up / spin down) is -3.56 / -3.56 eV.

=====

Model B:
Entry from the OMol25 dataset: an isolated ion of composition CH2NO3S and charge -1 (ωB97M-V with the def2-TZVPD basis set).

Last column: natural (NBO) charge in e.
Cartesian coordinates (Å):
C (0.13563, 0.38010, -0.01749)  0.0290
N (0.07456, 1.81742, -0.73328)  -0.4008
O (-1.70700, 2.87441, -2.15119)  -1.0168
O (-1.70380, 0.41261, -2.03068)  -1.0522
O (1.27420, 0.81788, -0.55746)  -0.4620
S (-0.92556, 1.65279, -2.31473)  1.5561
H (0.27188, 0.25864, 1.06362)  0.1364
H (-0.51129, -0.31033, -0.63119)  0.2103

The total charge is -1. The lowest unoccupied orbital energy comes out at 4.2 eV. The multiplicity is 1. The calculation puts the HOMO-LUMO gap at 7.93 eV. The value obtained for the HOMO energy is -3.73 eV.

=====

Model C:
Entry from the OMol25 dataset: a 2-piece molecular cluster, CH2NO3S overall (ωB97M-V with the def2-TZVPD basis set).

Last column: natural (NBO) charge in e.
Cartesian coordinates (Å):
C (0.65892, -0.46765, 0.19477)  -0.5945
N (-1.08982, 0.90651, 0.53302)  0.3427
O (-2.02936, 0.40756, 1.15904)  -0.5378
O (-1.05874, 2.09440, 0.21564)  -0.5215
O (1.27778, -0.90809, -2.29228)  -1.0158
S (0.52607, -1.47804, -1.12710)  0.8941
H (1.36598, 0.34263, 0.19182)  0.2187
H (0.34916, -0.89734, 1.12508)  0.2141

The total charge is -1. The lowest unoccupied orbital energy comes out at 3.7 eV. The multiplicity is 1. The calculation puts the HOMO-LUMO gap at 6.93 eV. The value obtained for the HOMO energy is -3.19 eV.

=====

Relative to the most stable structure, the computed energies are model A 0.0000; model B 0.0288; model C 0.0463, all in hartree.

=====

Model A:
Entry from the OMol25 dataset: a 2-piece molecular cluster, CH2NO3S overall (ωB97M-V with the def2-TZVPD basis set).

Last column: natural (NBO) charge in e.
Cartesian coordinates (Å):
C (-1.65671, 0.46672, 0.07705)  0.2738
N (1.21240, -1.11213, -0.15718)  -0.2625
O (-1.13422, 1.52968, -0.24517)  -0.5931
O (3.42130, 0.08999, -0.13856)  -1.0194
O (-0.04966, -1.07533, -0.23197)  -0.5655
S (1.92352, 0.31904, 0.03261)  0.9401
H (-2.14164, -0.37741, -0.57216)  0.1325
H (-1.57499, 0.15945, 1.23539)  0.0941

The total charge is -1. The lowest unoccupied orbital energy comes out at 4.1 eV. The multiplicity is 1. The calculation puts the HOMO-LUMO gap at 7.31 eV. The value obtained for the HOMO energy is -3.23 eV.

=====

Model B:
Entry from the OMol25 dataset: CH2NO3S as an isolated structure (ωB97M-V with the def2-TZVPD basis set).

Last column: natural (NBO) charge in e.
Cartesian coordinates (Å):
C (1.51293, -1.29715, -0.22900)  0.7651
N (0.32286, -1.78060, 0.27035)  -0.1952
O (2.02783, -0.35286, 0.55835)  -0.7131
O (2.12980, -1.80730, -1.14766)  -0.6409
O (-0.13011, -0.89349, 1.22077)  -0.5160
S (-0.94491, 1.16649, 1.35331)  -0.2690
H (1.12727, -0.16620, 0.98173)  0.4838
H (-2.24426, 1.02768, 1.17129)  0.0853

The total charge is -1. The lowest unoccupied orbital energy (spin up / spin down) comes out at 2.7 / 3.5 eV. The multiplicity is 1. The calculation puts the HOMO-LUMO gap (spin up / spin down) at 7.17 / 8.11 eV. The value obtained for the HOMO energy (spin up / spin down) is -4.44 / -4.61 eV.

=====

Model C:
Entry from the OMol25 dataset: an isolated ion of composition CH2NO3S and charge -1 (ωB97M-V with the def2-TZVPD basis set).

Last column: natural (NBO) charge in e.
Cartesian coordinates (Å):
C (-1.54687, -0.04799, 0.17423)  0.8465
N (1.24012, 1.30814, 0.50487)  -1.1191
O (-2.29053, 0.88000, -0.03184)  -0.6647
O (-1.43321, -1.14106, 0.67256)  -0.6761
O (1.07377, -1.21540, -0.46682)  -0.9923
S (0.51192, 0.45797, -0.58792)  0.8048
H (1.99688, 1.73338, 0.11277)  0.3161
H (0.44792, -1.97505, -0.37785)  0.4847

The total charge is -1. The lowest unoccupied orbital energy comes out at 3.9 eV. The multiplicity is 1. The calculation puts the HOMO-LUMO gap at 7.33 eV. The value obtained for the HOMO energy is -3.43 eV.

=====

Relative to the most stable structure, the computed energies are model A 0.0980; model B 0.0766; model C 0.0000, all in hartree.